The following is a quantum chemistry calculation of a structure of composition C36H45As2FeN3S4Si3 in a non-equilibrium geometry, from OMol25.

The geometry in XYZ format:
```
94
Properties=species:S:1:pos:R:3:lowdin_spin:R:1
As 1.234 -0.746 -0.008 -0.004
As -3.159 -2.451 4.186 0.002
Fe -0.642 0.776 0.410 1.063
S -5.011 -1.997 5.067 0.001
S -0.004 0.414 4.043 0.523
S -1.105 -0.147 2.523 0.430
S -2.376 -4.251 4.955 0.000
Si 1.168 -2.948 0.991 0.000
Si 3.498 -0.275 0.585 0.002
Si 1.632 -1.357 -2.278 -0.001
N 0.181 2.243 1.433 0.179
N -2.270 1.909 0.618 0.031
N -1.680 -0.332 -1.012 0.201
C -0.688 3.244 1.737 0.036
C -0.143 1.886 -1.167 0.021
C -3.499 1.632 0.286 0.001
C -2.667 5.152 2.373 0.019
C -0.977 2.453 -3.388 0.042
C 0.349 -2.538 -2.934 0.001
C -0.336 4.410 2.445 0.015
C -3.116 -1.319 -3.268 0.213
C -1.701 0.341 -2.234 0.170
C -4.578 2.485 0.622 0.040
C -2.783 -2.011 0.374 0.034
C -2.375 -0.166 -3.341 0.022
C 1.794 0.139 -3.383 0.002
C -3.034 3.988 1.673 0.058
C -3.616 -3.108 0.526 0.045
C -4.075 -3.078 -1.816 0.046
C -1.356 5.360 2.724 0.066
C 1.018 4.537 2.848 0.237
C 1.903 3.482 2.551 0.080
C 0.930 -2.918 2.829 0.012
C 3.268 -2.224 -2.642 0.000
C -4.257 -3.662 -0.575 0.037
C -2.552 -1.417 -0.874 0.026
C 3.952 1.356 -0.241 0.003
C 4.990 -1.333 0.144 0.000
C 3.626 -0.167 2.460 0.005
C -3.256 -1.958 -1.991 0.025
C -0.144 3.557 -3.444 -0.001
C -0.080 -4.084 0.191 0.001
C -0.945 1.584 -2.287 0.014
C 2.793 -3.890 0.809 -0.001
C -4.349 3.646 1.297 -0.004
C -2.022 3.060 1.326 0.070
C 1.473 2.379 1.875 0.126
C 0.717 3.820 -2.384 0.049
C 0.685 3.006 -1.255 -0.004
H 1.325 3.280 -0.424 0.000
H -1.083 6.264 3.258 0.002
H -3.673 0.713 -0.256 -0.001
H -3.624 -1.725 -4.135 0.016
H 2.297 -0.157 -4.310 0.000
H 1.394 4.666 -2.420 0.004
H 0.959 -3.948 3.196 0.000
H 2.573 -4.944 1.011 0.000
H 1.341 5.419 3.386 0.016
H 2.939 3.519 2.866 0.000
H 5.151 -1.430 -0.928 0.000
H -0.654 -2.312 -2.570 -0.001
H -1.661 2.269 -4.208 0.002
H 4.125 0.758 2.764 0.000
H -0.447 -4.778 0.954 0.000
H 3.071 1.933 -0.528 0.001
H -0.031 -2.503 3.132 0.005
H 0.832 0.586 -3.632 0.001
H 3.242 -3.826 -0.181 0.000
H 4.206 -1.013 2.841 0.000
H 0.328 -2.485 -4.027 0.000
H -4.895 -4.530 -0.463 0.002
H 1.708 -2.337 3.330 0.004
H 3.169 -2.696 -3.625 0.000
H -3.747 -3.536 1.511 0.002
H 4.960 -2.336 0.567 0.000
H 2.144 1.574 1.648 0.006
H -2.295 0.361 -4.283 -0.005
H 3.532 -3.554 1.540 0.000
H -0.171 4.213 -4.308 -0.002
H -3.432 5.871 2.643 0.000
H 4.558 1.980 0.424 0.001
H -5.167 4.308 1.560 -0.001
H -0.948 -3.563 -0.213 0.000
H 0.586 -3.564 -2.638 0.000
H 2.650 -0.182 2.953 0.007
H -2.298 -1.608 1.251 0.004
H 5.849 -0.804 0.573 0.000
H 2.388 0.921 -2.899 0.000
H 4.529 1.159 -1.149 0.000
H 3.549 -2.997 -1.927 0.000
H -5.578 2.190 0.336 0.003
H 0.380 -4.657 -0.619 0.000
H -4.580 -3.480 -2.689 0.001
H 4.088 -1.504 -2.693 0.000
```

## Properties
2S+1   5
Lowest unoccupied orbital energy (alpha / beta)   0.1490 / 0.1487 hartree
Gap between HOMO and LUMO (alpha / beta)   4.509 / 5.759 eV
Charge   -2
HOMO energy (alpha / beta)   -0.45 / -1.71 eV
Calculated total energy   -9759.76196 a.u.